Here is a 6-piece molecular cluster, C20H60BrN5O5 overall from the Open Molecules 2025 dataset. Energies are from ωB97M-V/def2-TZVPD.

Computed properties:
energy relative to the best compared isomer or geometry (same formula, charge and spin) = 70.5 kcal/mol
spin multiplicity = 1
highest occupied orbital energy = -18.3 eV
E_tot = -4020.51744 a.u.
total charge = +4
HOMO-LUMO gap = 8.60 eV
F_max = 3.9 eV/Å

Last column: Mulliken charge in e.
Positions of all 91 atoms, in Å:
C 18.10 5.18 -4.18  -1.1568
C 19.45 5.93 -4.25  0.2067
C 20.79 5.08 -4.02  -0.9339
O 21.08 4.30 -5.19  -0.1988
C 22.27 3.55 -5.13  -0.7467
N 19.37 6.75 -5.51  0.0036
H 19.23 6.11 -6.28  -0.1167
H 18.69 7.48 -5.37  0.3628
H 20.33 7.00 -5.68  0.4071
H 17.65 5.06 -3.20  0.4069
H 18.26 4.22 -4.67  0.1170
H 17.35 5.75 -4.75  0.4066
H 19.42 6.64 -3.42  0.3615
H 20.52 4.43 -3.18  0.4172
H 21.65 5.70 -3.78  0.4506
H 22.30 2.89 -4.26  0.3665
H 23.17 4.16 -5.24  0.3123
H 22.05 2.91 -5.98  0.1763
C 21.22 3.69 -11.34  -1.1099
C 22.14 4.48 -10.35  0.4153
C 23.64 4.51 -10.69  -0.7437
O 24.37 5.33 -9.78  -0.3480
C 25.77 5.54 -10.11  -0.7709
N 21.62 5.89 -10.12  -0.0577
H 20.70 5.97 -9.71  -0.1328
H 22.16 6.29 -9.36  0.4377
H 21.74 6.60 -10.83  0.3777
H 20.16 3.81 -11.12  0.0789
H 21.28 2.63 -11.09  0.4115
H 21.50 3.87 -12.37  0.3594
H 21.99 4.19 -9.32  0.1681
H 23.83 4.98 -11.65  0.4372
H 24.00 3.49 -10.68  0.4457
H 26.18 4.72 -10.70  0.3495
H 26.33 5.58 -9.18  0.2618
H 25.87 6.47 -10.67  0.3079
C 16.68 1.63 -6.04  -1.0599
C 17.73 0.70 -6.77  0.2121
C 17.18 -0.73 -7.01  -0.8131
O 18.11 -1.56 -7.73  -0.3869
C 19.26 -1.79 -6.86  -0.8117
N 18.13 1.28 -8.16  -0.0930
H 18.37 2.25 -8.00  -0.0540
H 18.93 0.85 -8.59  0.3880
H 17.33 1.27 -8.78  0.4114
H 15.98 2.12 -6.71  0.3773
H 17.10 2.43 -5.43  0.0573
H 16.09 0.95 -5.42  0.4503
H 18.62 0.56 -6.15  0.3263
H 16.28 -0.62 -7.61  0.4075
H 16.99 -1.39 -6.16  0.5313
H 19.20 -1.41 -5.84  0.3607
H 20.21 -1.46 -7.29  0.2868
H 19.54 -2.84 -6.86  0.3032
C 15.18 6.77 -9.76  -0.9152
C 16.15 7.88 -9.26  -0.2239
C 17.08 8.20 -10.45  0.3680
O 17.79 9.36 -10.17  -0.4746
C 19.07 9.28 -9.52  -0.3915
N 15.49 9.19 -8.65  -0.1232
H 16.20 9.59 -8.04  0.3636
H 15.21 9.91 -9.29  0.3399
H 14.69 8.94 -8.10  0.3693
H 15.79 5.92 -10.07  -0.0568
H 14.66 7.19 -10.61  0.4290
H 14.39 6.51 -9.05  0.4550
H 16.83 7.51 -8.49  0.0350
H 16.44 8.36 -11.32  0.5990
H 17.78 7.37 -10.55  -0.4437
H 19.72 10.15 -9.46  0.3838
H 19.70 8.60 -10.10  0.0597
H 18.99 8.75 -8.57  0.1477
C 17.55 4.63 -12.10  -0.9691
C 17.45 5.19 -13.47  0.1384
C 17.08 6.66 -13.41  -0.5788
O 17.01 7.11 -14.77  -0.4419
C 16.11 8.12 -15.10  -0.8045
N 18.81 5.14 -14.19  -0.2250
H 19.55 5.65 -13.73  0.2397
H 19.15 4.21 -14.35  0.4013
H 18.81 5.59 -15.10  0.3935
H 17.86 3.58 -12.11  0.5743
H 16.54 4.59 -11.70  0.3498
H 18.17 5.21 -11.42  -0.2539
H 16.80 4.59 -14.10  0.2480
H 17.73 7.37 -12.89  0.4787
H 16.01 6.66 -13.18  0.5072
H 15.10 7.73 -15.00  0.3461
H 16.23 8.50 -16.12  0.3244
H 16.15 9.04 -14.52  0.2895
Br 18.42 4.99 -8.58  -0.5622